The following is a DFT calculation (ωB97M-V with the def2-TZVPD basis set) of a cluster of 6 separate species, C18H48F2N3O14S2 in total at a distorted geometry.

ORCA input file:
```
! RIJCOSX wB97M-V def2-TZVPD def2/J DEFGRID3
* xyz -1 1
N -0.24 -2.23 2.09
S -1.06 -2.12 0.71
O -0.27 -2.21 -0.48
O -2.30 -1.42 0.62
F -1.62 -3.65 0.79
S 0.33 -0.65 1.99
O -0.62 0.34 2.34
O 1.35 -0.36 1.05
F 1.25 -0.71 3.29
C 0.12 1.14 -1.44
O 1.28 1.39 -2.20
C 2.44 0.85 -1.62
C 3.58 0.78 -2.63
N 4.24 2.04 -2.86
C 4.88 2.29 -4.13
C 6.22 1.62 -4.27
O 7.13 2.27 -3.38
C 8.22 1.49 -3.05
H 0.06 1.35 -0.37
H -0.14 0.08 -1.59
H -0.69 1.74 -1.85
H 2.24 -0.17 -1.28
H 2.82 1.36 -0.71
H 3.21 0.38 -3.57
H 4.23 0.04 -2.13
H 4.93 2.24 -2.14
H 5.12 3.36 -4.14
H 4.17 2.09 -4.94
H 6.66 1.77 -5.27
H 6.20 0.55 -4.05
H 8.04 0.51 -2.59
H 8.87 2.14 -2.46
H 8.85 1.18 -3.91
C -3.77 2.89 -4.70
O -3.76 2.74 -3.30
C -3.58 1.42 -2.87
C -3.64 1.30 -1.36
N -2.92 2.44 -0.71
C -3.27 2.63 0.69
C -2.90 4.02 1.18
O -2.87 5.00 0.16
C -1.65 5.19 -0.45
H -3.03 2.31 -5.27
H -3.57 3.96 -4.87
H -4.77 2.67 -5.09
H -2.65 0.97 -3.22
H -4.35 0.69 -3.17
H -3.00 0.45 -1.11
H -4.61 1.11 -0.89
H -3.45 3.16 -1.22
H -2.76 1.87 1.28
H -4.35 2.45 0.84
H -1.87 4.06 1.58
H -3.51 4.38 2.00
H -1.75 6.08 -1.08
H -1.24 4.44 -1.13
H -0.89 5.46 0.29
C -4.81 0.61 3.69
C -3.76 -0.38 4.17
O -2.50 0.22 4.50
O -5.55 1.18 4.73
H -5.42 0.01 3.01
H -4.35 1.30 2.97
H -3.62 -1.21 3.46
H -4.00 -0.90 5.11
H -1.94 0.42 3.73
H -4.94 1.58 5.36
C -0.81 -5.38 3.27
C -2.22 -5.05 3.78
O -2.59 -3.67 3.67
O 0.15 -4.42 3.69
H -0.76 -5.38 2.18
H -0.52 -6.30 3.79
H -2.37 -5.29 4.84
H -2.93 -5.61 3.15
H -1.95 -3.26 3.07
H 0.05 -3.59 3.18
C 3.54 -5.35 1.15
C 2.24 -4.61 0.87
O 2.30 -3.32 1.44
O 4.66 -4.43 1.03
H 3.82 -6.00 0.32
H 3.61 -5.84 2.13
H 1.49 -5.24 1.37
H 2.07 -4.52 -0.21
H 1.45 -3.12 1.86
H 4.31 -3.58 1.31
*
```

Its total energy is -2928.2269 a.u. The HOMO-LUMO gap comes out at 0.3264 Eh. For the HOMO energy, the calculation gives -6.42 eV. For the LUMO energy, the calculation gives 2.467 eV.

Atom charges from the Löwdin analysis, given in e for atoms 1 to 6: atom 1 (N): -0.281, atom 2 (S): 0.488, atom 3 (O): -0.255, atom 4 (O): -0.252, atom 5 (F): -0.206, atom 6 (S): 0.518

---

The following is a DFT calculation (ωB97M-V with the def2-TZVPD basis set) of a cluster of 5 separate species, C18H48F4N5O14S4 in total at a distorted geometry.

ORCA input file:
```
! RIJCOSX wB97M-V def2-TZVPD def2/J DEFGRID3
* xyz 1 1
C -5.75 24.20 -8.07
O -4.86 23.54 -8.94
C -4.17 24.34 -9.85
C -3.28 23.44 -10.71
N -4.01 22.25 -11.41
H -4.82 22.57 -11.91
H -3.37 21.89 -12.10
C -4.47 21.04 -10.52
C -3.36 20.47 -9.68
O -2.12 20.53 -10.29
C -1.11 19.86 -9.59
H -6.01 23.56 -7.23
H -6.61 24.31 -8.73
H -5.62 25.26 -7.87
H -3.57 25.03 -9.26
H -4.73 25.08 -10.42
H -2.38 22.98 -10.29
H -2.83 24.17 -11.39
H -4.95 20.41 -11.27
H -5.34 21.50 -10.05
H -3.70 19.45 -9.54
H -3.56 20.93 -8.72
H -1.12 20.05 -8.51
H -0.13 20.23 -9.87
H -1.16 18.78 -9.73
C 3.79 28.87 0.08
O 2.84 28.87 1.09
C 2.05 27.65 1.07
C 0.73 27.92 1.83
N 1.02 28.11 3.34
H 0.09 28.13 3.73
H 1.47 27.32 3.78
C 1.68 29.39 3.84
C 0.95 30.68 3.46
O 0.99 30.97 2.05
C 2.01 31.91 1.58
H 3.39 28.47 -0.84
H 4.76 28.40 0.26
H 4.24 29.86 0.06
H 2.50 26.81 1.60
H 1.79 27.27 0.09
H 0.02 27.10 1.79
H 0.12 28.77 1.54
H 2.76 29.43 3.68
H 1.74 29.36 4.93
H 1.46 31.53 3.91
H -0.06 30.55 3.85
H 1.59 32.89 1.81
H 2.17 31.83 0.50
H 2.98 31.92 2.06
C -0.46 36.06 -1.46
O -1.18 34.86 -1.65
C -2.55 35.03 -2.13
C -3.30 33.68 -1.95
N -2.88 33.13 -0.59
H -2.86 32.15 -0.82
H -1.95 33.32 -0.25
C -3.93 33.23 0.53
C -4.34 34.65 0.87
O -3.20 35.54 0.92
C -2.54 35.64 2.10
H -0.61 36.71 -2.32
H 0.59 35.79 -1.30
H -0.84 36.41 -0.50
H -2.54 35.26 -3.20
H -3.07 35.89 -1.69
H -2.90 33.04 -2.74
H -4.39 33.70 -1.93
H -3.51 32.72 1.39
H -4.89 32.78 0.27
H -5.02 34.98 1.64
H -4.69 35.06 -0.08
H -3.13 36.02 2.93
H -1.73 36.37 2.10
H -2.04 34.71 2.37
N -3.02 27.96 -2.03
S -4.64 27.32 -1.95
O -4.94 25.95 -2.42
O -5.75 28.27 -1.91
F -4.41 26.91 -0.42
S -2.80 27.33 -3.34
O -3.59 27.86 -4.46
O -2.32 25.92 -3.38
F -1.37 28.15 -3.58
N -3.69 27.99 6.51
S -3.90 29.09 7.72
O -4.12 28.50 9.09
O -4.39 30.46 7.43
F -2.30 29.34 7.92
S -5.11 28.18 6.08
O -5.34 29.21 5.05
O -6.23 27.90 6.92
F -5.22 26.75 5.15
*
```

Its total energy is -4033.2226 a.u. The HOMO-LUMO gap comes out at 0.2600 Eh. For the HOMO energy, the calculation gives -9.66 eV. For the LUMO energy, the calculation gives -2.586 eV.

Atom charges from the Löwdin analysis, given in e for atoms 1 to 6: atom 1 (C): -0.074, atom 2 (O): -0.209, atom 3 (C): -0.212, atom 4 (C): -0.042, atom 5 (N): 0.094, atom 6 (H): 0.168

---

The following is a DFT calculation (ωB97M-V with the def2-TZVPD basis set) of a structure of composition C18H48FLiO6 at a distorted geometry.

ORCA input file:
```
! RIJCOSX wB97M-V def2-TZVPD def2/J DEFGRID3
* xyz 0 1
Li 16.77 4.43 -1.57
F 15.57 5.77 -0.88
C 15.23 4.81 3.22
C 14.05 4.94 2.26
C 13.78 6.35 1.66
O 14.50 4.14 1.17
H 15.09 5.63 3.92
H 16.17 4.82 2.66
H 15.15 3.84 3.70
H 13.11 4.50 2.59
H 13.23 6.38 0.72
H 14.72 6.80 1.34
H 13.25 7.08 2.26
H 14.72 4.72 0.44
C 19.73 5.67 -3.90
C 19.82 4.64 -2.71
C 21.14 4.66 -1.96
O 18.78 4.94 -1.83
H 18.80 5.43 -4.42
H 20.45 5.58 -4.71
H 19.66 6.72 -3.63
H 19.50 3.66 -3.09
H 21.86 4.00 -2.44
H 21.07 4.53 -0.88
H 21.67 5.61 -2.04
H 18.98 5.68 -1.26
C 16.58 8.38 2.73
C 16.94 8.37 1.19
C 17.91 9.43 0.67
O 17.33 7.07 0.81
H 15.78 9.07 2.99
H 17.46 8.62 3.32
H 16.24 7.42 3.11
H 15.98 8.65 0.76
H 18.90 9.20 1.07
H 17.54 10.40 1.01
H 17.93 9.36 -0.42
H 16.62 6.64 0.32
C 14.82 1.55 -3.64
C 16.19 2.23 -3.67
C 16.63 2.20 -5.15
O 16.15 3.58 -3.29
H 14.09 2.09 -4.24
H 14.41 1.54 -2.63
H 14.82 0.55 -4.06
H 16.89 1.66 -3.05
H 16.06 2.75 -5.90
H 16.72 1.20 -5.57
H 17.62 2.63 -5.32
H 15.23 3.82 -3.44
C 11.47 3.89 -3.71
C 12.23 4.81 -2.66
C 11.88 4.50 -1.24
O 13.48 4.50 -2.91
H 11.98 3.91 -4.67
H 10.40 4.06 -3.87
H 11.43 2.83 -3.43
H 12.07 5.87 -2.87
H 12.51 4.99 -0.50
H 12.04 3.47 -0.93
H 10.89 4.86 -0.96
H 13.90 4.95 -2.17
C 18.86 2.32 0.11
C 17.45 2.04 0.59
C 17.13 2.00 2.05
O 16.67 3.02 0.03
H 19.16 3.30 0.47
H 18.99 2.26 -0.97
H 19.41 1.47 0.51
H 17.10 1.12 0.12
H 17.43 1.11 2.60
H 16.09 2.21 2.32
H 17.81 2.71 2.52
H 16.09 3.28 0.75
*
```

Its total energy is -1273.4864 a.u. The value obtained for the energy above the lowest of the compared OMol25 structures with the same formula, charge and spin is 57.2 kcal per mole. The HOMO-LUMO gap comes out at 0.3695 Eh. For the HOMO energy, the calculation gives -9.50 eV. For the LUMO energy, the calculation gives 0.556 eV.

Atom charges from the Löwdin analysis, given in e for atoms 1 to 6: atom 1 (Li): 0.643, atom 2 (F): -0.534, atom 3 (C): -0.049, atom 4 (C): -0.414, atom 5 (C): -0.037, atom 6 (O): -0.115

---

Q: Which value of HOMO does entry 2 give?
A: -9.66 eV